Entry 1:
{
  "formula": "C48H60MnN3P2Si3Te",
  "method": "ωB97M-V/def2-TZVPD",
  "symbols": ["H", "H", "H", "H", "C", "C", "C", "N", "C", "C", "C", "C", "H", "H", "H", "H", "H", "C", "Te", "C", "H", "C", "C", "H", "H", "C", "C", "C", "C", "H", "H", "H", "C", "C", "H", "H", "H", "H", "H", "H", "H", "H", "C", "C", "H", "C", "H", "C", "N", "H", "C", "C", "H", "H", "C", "Mn", "C", "H", "H", "C", "C", "H", "C", "C", "H", "H", "H", "H", "H", "H", "C", "P", "C", "H", "H", "H", "H", "H", "C", "H", "C", "N", "H", "H", "C", "H", "C", "C", "H", "C", "C", "P", "H", "H", "C", "C", "C", "H", "H", "H", "C", "H", "H", "H", "H", "Si", "H", "C", "C", "H", "C", "Si", "H", "C", "C", "Si", "H", "C"],
  "xyz": [[2.6111, -4.2696, -1.5708], [-1.3578, -5.3966, -2.1336], [5.9693, -0.5057, -0.8577], [-3.3867, -0.2094, 0.9152], [0.0959, -4.9731, 0.6026], [3.9004, -1.4407, -2.6772], [-3.8871, 2.1337, 3.3104], [-1.8667, -0.0053, -1.2440], [1.6704, 1.5756, -3.3252], [0.0584, 0.9076, 4.9258], [-0.1056, -0.4281, 5.3044], [0.1054, 1.2827, 3.4643], [0.1821, 2.3321, 8.0124], [4.3159, 1.6433, 3.6170], [-4.6149, 0.1328, 3.0326], [2.6834, -2.8939, 0.2984], [2.2447, -4.5777, -3.2758], [-3.1137, -0.7157, -3.8165], [0.1518, -0.5242, 2.3930], [3.8456, 3.2640, -3.5336], [5.2462, 0.3145, 0.5384], [-3.7612, 4.4231, -2.4349], [0.1609, 1.8894, 5.9147], [3.6089, 3.0874, -5.6579], [-4.4264, 2.2886, 4.2381], [-2.1602, 2.7226, -1.7703], [3.8052, 3.5863, 2.8596], [3.8438, 2.2018, 2.8168], [2.2552, 2.0590, -2.1546], [-0.7763, 1.8437, 3.1501], [-4.0605, -1.0390, -4.2711], [-2.9574, 4.0741, 3.3350], [-3.2314, 4.4597, -3.7127], [3.2315, 2.7998, -4.6834], [-0.1237, -0.0392, 8.6841], [4.7110, 3.9131, -3.6033], [-2.3428, -1.4402, -4.0850], [0.2316, -6.7267, 1.8169], [3.8663, 3.2545, -1.3913], [-2.0920, -2.4458, 1.0635], [-1.7452, 3.6298, -5.0278], [0.1033, -2.4417, -4.4042], [-0.5147, -3.7197, 0.3570], [-1.0473, -4.6510, -2.8760], [0.8663, 0.8534, -3.2540], [-2.3660, 2.9274, 1.6201], [-2.8426, 0.2563, -4.2479], [0.0822, 1.5753, -0.0770], [2.0779, -0.2377, -0.6886], [3.2084, -2.1976, -3.0476], [-1.6496, 2.7670, -3.0681], [3.2570, 1.5200, 1.7517], [-1.5690, -6.0219, 3.3795], [-4.6018, 5.0558, -2.1746], [3.3644, 2.8885, -2.2782], [-0.0077, -0.7563, -0.4023], [-3.0666, 3.1380, 2.7993], [3.8029, -0.5459, -3.3067], [3.1044, 5.3706, 1.8803], [0.0975, 1.5590, 7.2585], [2.6221, 2.2066, 0.7287], [-4.8504, 0.9957, -0.7464], [3.6892, -2.4760, 0.1893], [5.1019, 0.0736, -0.5150], [1.5925, -5.6437, -2.0231], [-4.7746, 1.3741, -2.4744], [-2.7210, -3.8551, 2.9700], [5.0887, 1.0133, -1.0802], [-1.6904, 3.6912, 1.2501], [-5.6919, -0.0415, -1.9128], [1.8329, -4.6008, -2.2583], [-1.4947, 1.4239, -0.6149], [-3.7580, -2.2200, -1.2940], [1.5680, -1.8714, -3.5823], [4.3514, -3.2572, -0.2053], [0.9902, 1.8620, 3.2043], [-3.6461, 5.1273, -4.4590], [-4.4081, -2.7634, -1.9930], [0.5203, -2.1447, -3.4335], [0.2952, 2.9233, 5.6158], [-1.2827, -5.3928, 2.5463], [-0.1513, -2.8812, -0.6893], [-0.3010, -1.7889, 6.9527], [4.0535, -2.2028, 1.1871], [-0.2779, -5.7808, 1.6685], [-2.8576, -2.8143, -1.1178], [-0.0725, 0.2295, 7.6357], [-0.1726, -0.7504, 6.6625], [-4.2959, -2.1272, -0.3418], [-3.9992, 0.9301, 2.6311], [-1.9161, -4.1762, 2.3155], [1.6636, 1.3159, -0.5656], [0.5221, -2.2959, 4.3911], [4.2642, 4.1189, 3.6846], [-0.2128, -1.5043, 4.2467], [2.5612, 3.6003, 0.7998], [2.1403, 1.9425, -4.5783], [-0.0169, -1.2448, -3.1255], [-0.8382, 2.1150, -3.3413], [2.0145, 4.1478, 0.0391], [-3.2305, 3.5600, -1.4759], [4.9196, -1.8319, -2.7936], [-3.6810, 3.5399, -0.4928], [-0.6714, -5.1841, -3.7596], [0.8986, -5.2993, -0.0465], [-3.3109, -0.5631, -1.9765], [3.2559, 0.4374, 1.7409], [-3.3069, 0.7379, 1.4368], [-2.4893, 1.7293, 0.9114], [-1.9346, -4.0788, -3.1699], [-2.1679, 3.6245, -4.0303], [3.6112, -0.9765, -0.8992], [-1.2009, -1.9637, 4.2198], [3.1578, 4.2890, 1.8450], [-1.5490, -3.3644, 1.2510], [0.2901, -3.5403, -2.2008], [1.6690, 1.5440, -5.4696], [-4.7858, 0.5544, -1.7450]],
  "lowdin_charge": [0.0045, 0.0309, 0.0323, 0.0761, -0.0535, -0.1691, -0.0959, -0.2969, -0.1156, -0.2611, -0.2760, -0.3844, 0.0937, 0.1032, 0.1009, 0.0098, 0.0330, -0.1715, 1.4468, -0.0907, 0.0155, -0.0937, -0.0450, 0.0948, 0.0960, -0.2498, -0.1027, -0.0881, -0.2513, 0.0349, 0.0325, 0.0994, -0.1050, -0.1033, 0.0937, 0.0969, 0.0097, 0.0921, 0.0908, 0.0637, 0.0990, 0.0365, -0.3956, -0.1749, 0.0788, -0.1263, 0.0216, -0.4768, -0.3030, -0.0127, -0.0885, -0.1379, 0.0837, 0.0972, -0.0964, 0.4752, -0.1001, 0.0321, 0.0954, -0.1012, -0.2925, 0.0175, -0.1753, -0.1731, 0.0239, 0.0268, 0.0957, 0.0230, 0.1136, 0.0328, -0.1859, 0.6028, -0.1760, -0.0061, 0.0306, 0.0454, 0.0945, 0.0359, -0.1652, 0.1127, -0.1329, -0.1536, 0.1108, 0.0285, -0.1114, 0.0023, -0.1030, -0.0520, 0.0299, -0.0777, -0.1193, 0.5985, 0.0565, 0.0938, -0.4177, -0.1026, -0.0845, -0.0090, 0.0746, 0.1097, -0.0979, 0.0343, 0.0929, 0.0288, 0.0733, 0.2735, 0.0715, -0.1136, -0.3118, 0.0165, -0.0856, 0.2838, 0.0455, -0.0906, -0.1107, 0.3303, 0.1026, -0.1689],
  "total_charge": -1,
  "s2": 8.7575,
  "orbital_gap_ev": [6.2934, 6.9371],
  "multiplicity": 6
}


Entry 2:
{
  "formula": "C24H33NO4",
  "method": "ωB97M-V/def2-TZVPD",
  "symbols": ["C", "C", "H", "C", "C", "C", "H", "C", "H", "H", "C", "H", "O", "H", "H", "H", "H", "H", "H", "C", "H", "H", "H", "H", "N", "H", "H", "H", "C", "C", "C", "C", "O", "H", "C", "C", "C", "H", "C", "H", "H", "C", "H", "C", "C", "C", "H", "O", "H", "O", "H", "H", "C", "C", "H", "H", "C", "H", "H", "H", "C", "H"],
  "xyz": [[-3.4567, 1.3229, 1.4392], [1.5547, -3.5099, 0.3761], [-0.0268, 0.9317, 0.1973], [-2.7178, -0.6325, 0.1961], [-3.2894, -0.0422, 1.3149], [-0.8577, -3.8707, -0.1664], [-3.6758, 5.1983, 1.3805], [3.6571, 1.9284, -0.3485], [-0.3890, -2.4881, 1.9988], [2.2745, -1.6753, -1.2207], [1.5004, -1.1863, -0.6262], [-0.9052, 2.5126, -1.8674], [4.9779, 2.1703, -0.5923], [3.7340, -1.0468, 0.9236], [-2.8303, -2.5073, 1.2061], [0.7034, 3.2278, 0.6224], [-3.0801, -2.6292, -0.5398], [-2.3757, 3.4895, -1.7210], [4.9731, 4.2006, -1.0220], [-3.7016, 4.1269, 1.5754], [1.4716, -4.0613, 1.3163], [-3.9055, 1.7165, 2.3365], [-1.5588, -4.2580, -0.9124], [2.5824, -3.6158, 0.0262], [-1.0860, -2.4485, 0.0017], [-1.0331, -4.4199, 0.7780], [-3.2066, -1.4791, -2.6557], [1.8973, -2.1777, 2.7086], [-2.4863, -2.1239, 0.2278], [-3.0219, 2.1589, 0.4195], [3.2350, 0.6194, -0.5840], [2.1070, -1.5536, 1.8349], [-3.1068, 3.5233, 0.4550], [-3.1432, 3.9148, 2.4933], [0.5767, -4.1004, -0.6328], [-2.4658, 1.6019, -0.7346], [5.4715, 3.4687, -0.3778], [-1.6302, -2.2304, -2.2582], [-0.2326, -1.9315, 1.0549], [5.3633, 3.7726, 0.6687], [-1.8019, -1.2255, -3.7156], [-1.9940, 2.4823, -1.8523], [-3.6051, -0.6766, 2.1309], [2.7408, 2.8700, 0.1004], [-2.1207, -1.3513, -2.6796], [-2.3228, 0.2123, -0.8519], [6.5296, 3.4280, -0.6320], [-1.7244, -0.1699, -2.0222], [-0.4983, -0.8899, 1.2392], [3.4868, -1.6736, 1.6156], [-2.3247, 2.0823, -2.8082], [-4.7419, 3.8090, 1.7019], [1.2433, -2.0312, 0.6498], [1.9201, 0.2342, -0.3736], [3.9683, -0.0765, -0.9679], [1.8406, -0.5169, 2.0862], [1.4210, 2.4912, 0.2915], [0.7133, -3.6281, -1.6062], [0.7558, -5.1714, -0.7453], [0.5753, -1.1803, -1.2036], [1.0090, 1.1946, 0.0594], [3.0329, 3.8905, 0.2911]],
  "lowdin_charge": [-0.0193, -0.1404, 0.0959, -0.1507, -0.0397, -0.1954, 0.0936, -0.2629, 0.1413, 0.1260, -0.0635, 0.0825, -0.0828, 0.0591, 0.1260, 0.1086, 0.1165, 0.0781, 0.0951, -0.0878, 0.1243, 0.1004, 0.1183, 0.1205, -0.1730, 0.1285, 0.1031, 0.1293, -0.1469, -0.2304, 0.0218, -0.2146, -0.0926, 0.0955, -0.1615, -0.1291, -0.0928, 0.0685, -0.1229, 0.0954, 0.0975, -0.0045, 0.1122, -0.0236, -0.0633, -0.1998, 0.0923, -0.0912, 0.1211, -0.0375, 0.0861, 0.0964, -0.3914, -0.2108, 0.1311, 0.1281, -0.0613, 0.1094, 0.1128, 0.1133, -0.0394, 0.1006],
  "e_above_lowest_ev": 0.468,
  "orbital_gap_ev": 9.1328,
  "smiles": "COc1cccc(C[C@]2(CO)CCCN(Cc3ccc(OC)c(C)c3OC)C2)c1"
}


Entry 3:
{
  "formula": "C2H3KO",
  "method": "ωB97M-V/def2-TZVPD",
  "symbols": ["C", "O", "H", "H", "H", "C", "K"],
  "xyz": [[1.4580, 0.5578, -0.0204], [0.2002, 0.4859, -0.0625], [1.9665, 1.3362, -0.6110], [1.4963, -1.5240, 0.6367], [2.6489, -1.1003, -0.7945], [1.8728, -0.8022, -0.0896], [-2.3822, -0.0666, 0.3685]],
  "lowdin_charge": [-0.2451, -0.1631, 0.1356, 0.0805, 0.0815, 0.1230, 0.9876],
  "total_charge": 1,
  "s2": 0.7696,
  "orbital_gap_ev": [8.9042, 9.7021],
  "multiplicity": 2
}